DFT (the ωB97M-V functional and the def2-TZVPD basis) results for C14H19N3O4 in the gas phase in a non-equilibrium geometry.

Positions of all 40 atoms, in Å:
N1 1.8700 4.0979 -0.1229
C1 3.1147 3.6569 -0.4118
O1 3.9585 4.3626 -0.9379
C2 3.3149 2.1815 -0.1394
C3 3.1376 1.2846 -1.3145
C4 3.0886 -0.2817 -1.0115
N2 3.0054 -0.9683 -2.2869
C5 1.8187 -0.4275 -0.1385
O2 1.7288 -0.2963 1.0550
N3 0.6816 -0.7482 -0.8688
C6 -0.6330 -0.4677 -0.2598
C7 -1.0236 -1.5422 0.7757
C8 -2.5098 -1.7970 0.9338
C9 -3.1681 -1.4016 2.0938
C10 -4.5358 -1.7853 2.2436
C11 -5.1685 -2.4113 1.1745
C12 -4.5625 -2.7709 -0.0130
C13 -3.1874 -2.5157 -0.1404
C14 -0.7978 0.9383 0.2981
O3 -0.3481 1.9634 -0.1158
O4 -1.5094 0.8320 1.3923
H1 1.5953 5.1596 -0.0539
H2 1.0924 3.4770 0.0415
H3 4.4451 2.3143 0.1470
H4 2.7298 1.8092 0.7388
H5 2.2531 1.4905 -1.8972
H6 3.9013 1.4615 -2.0785
H7 3.9004 -0.5593 -0.3568
H8 3.2196 -1.9365 -2.2329
H9 3.6282 -0.4961 -2.9376
H10 0.8798 -0.8187 -1.8619
H11 -1.2994 -0.5047 -1.1502
H12 -0.5799 -1.3807 1.7710
H13 -0.6172 -2.4691 0.4096
H14 -2.6538 -0.8213 2.8220
H15 -5.1054 -1.6472 3.1071
H16 -6.2747 -2.5853 1.2458
H17 -5.1074 -3.3502 -0.7375
H18 -2.5765 -2.7859 -0.9817
H19 -1.7055 1.7394 1.7996

**Net charge**: 0
**Gap between HOMO and LUMO**: 0.352 hartree
**SMILES**: NC(=O)CC[C@H](N)C(=O)N[C@@H](Cc1ccccc1)C(=O)O
**Energy above the lowest of the compared OMol25 structures with the same formula, charge and spin**: 31.2 kcal/mol



DFT (the ωB97M-V functional and the def2-TZVPD basis) results for C14H19N3O5 in the gas phase in a non-equilibrium geometry.

Positions of all 41 atoms, in Å:
N1 2.0068 -1.2545 -3.5145
C1 2.3269 -2.3428 -2.7747
O1 3.4088 -2.9143 -2.6648
C2 1.0860 -3.0551 -2.1397
C3 -0.2690 -2.3189 -1.8096
C4 -0.0434 -0.8993 -1.2440
N2 -0.7121 -0.6992 0.0624
C5 -0.2071 -1.2325 1.1390
O2 0.8022 -1.8884 1.1893
C6 -1.0373 -1.0222 2.5204
N3 -0.7955 -1.9998 3.6147
C7 -0.5649 0.3674 3.0210
C8 -0.4647 1.6415 2.0503
C9 0.8524 2.0626 1.7086
C10 1.0645 3.2126 0.8457
C11 -0.0701 3.7781 0.2363
O3 0.2151 4.6379 -0.7707
C12 -1.3161 3.3228 0.5776
C13 -1.5704 2.2864 1.5304
C14 -0.6563 0.3280 -2.0519
O4 -1.4034 0.3236 -3.0099
O5 -0.4572 1.5215 -1.4225
H1 1.0704 -1.1918 -3.7070
H2 2.6279 -0.7657 -4.1425
H3 0.8552 -4.0941 -2.5683
H4 1.4330 -3.4605 -1.1838
H5 -0.7696 -2.8068 -1.0972
H6 -0.8113 -2.3109 -2.7767
H7 1.0365 -0.5229 -1.1925
H8 -1.5758 -0.1099 0.4019
H9 -2.1054 -1.1427 2.3691
H10 0.2229 -2.3047 3.6533
H11 -1.3240 -2.8506 3.3723
H12 0.4377 0.1128 3.5348
H13 -1.1088 0.8230 3.8300
H14 1.6039 1.3503 2.1105
H15 1.9980 3.6353 0.4871
H16 -0.6221 4.7181 -1.2641
H17 -2.1995 3.6460 -0.0745
H18 -2.5585 2.1568 1.7034
H19 -0.4060 1.2631 -0.5490

**Net charge**: 0
**Gap between HOMO and LUMO**: 0.348 hartree
**SMILES**: NC(=O)CC[C@H](NC(=O)[C@@H](N)Cc1ccc(O)cc1)C(=O)O
**Energy above the lowest of the compared OMol25 structures with the same formula, charge and spin**: 85.1 kcal/mol



DFT (the ωB97M-V functional and the def2-TZVPD basis) results for C14H19N5O3S in the gas phase in a non-equilibrium geometry.

Positions of all 42 atoms, in Å:
C1 2.1172 1.0540 1.8789
C2 1.0256 2.0019 2.3583
N1 1.2758 2.8251 3.4559
C3 0.3487 3.7299 3.8872
N2 0.6709 4.6065 4.8764
N3 -0.8266 3.8731 3.4093
C4 -1.1884 2.9613 2.4627
O1 -2.3717 3.0194 2.0850
C5 -0.2328 2.0016 1.8356
C6 -0.6700 1.0963 0.6643
C7 -0.6642 1.8618 -0.6592
C8 -0.7151 0.9305 -1.8619
N4 -1.8865 0.0928 -1.6540
S1 -2.1750 -1.0616 -2.8815
O2 -3.5507 -1.5558 -2.6588
O3 -1.9157 -0.4940 -4.2175
C9 -0.9326 -2.3261 -2.4670
C10 0.0506 -2.6878 -3.4370
C11 0.9602 -3.7229 -3.1952
C12 1.0060 -4.3511 -1.9409
N5 1.8741 -5.3400 -1.6092
C13 0.0561 -3.9911 -0.9705
C14 -0.9093 -2.9838 -1.1996
H1 3.0721 1.4678 2.2152
H2 1.9418 0.0687 2.2949
H3 2.1497 1.0078 0.7698
H4 2.2111 2.9441 3.8088
H5 1.3196 4.2391 5.5903
H6 -0.1612 5.0814 5.2564
H7 -0.0308 0.2107 0.6178
H8 -1.7120 0.7825 0.8288
H9 0.2865 2.4120 -0.7097
H10 -1.4617 2.6094 -0.6772
H11 0.2086 0.4001 -1.9688
H12 -0.8423 1.5176 -2.7998
H13 -2.7335 0.6236 -1.5410
H14 0.1007 -2.1697 -4.4112
H15 1.6359 -4.0212 -3.9908
H16 2.3879 -5.8833 -2.3069
H17 1.8142 -5.7110 -0.6840
H18 0.1121 -4.4412 0.0252
H19 -1.6452 -2.6785 -0.4793

**Net charge**: 0
**Gap between HOMO and LUMO**: 0.324 hartree
**SMILES**: Cc1[nH]c(N)nc(=O)c1CCCNS(=O)(=O)c1ccc(N)cc1
**Energy above the lowest of the compared OMol25 structures with the same formula, charge and spin**: 0.0 kcal/mol



DFT (the ωB97M-V functional and the def2-TZVPD basis) results for C14H19N5O3S2 in the gas phase.

Positions of all 43 atoms, in Å:
C1 0.2548 -2.3264 3.4920
C2 -0.0526 -0.8448 3.6712
C3 0.2483 -0.0567 2.3998
C4 0.0208 1.4497 2.5957
C5 0.3701 2.1842 1.3605
N1 1.5840 2.4680 0.9380
C6 1.3800 3.0744 -0.2501
S1 2.6820 3.5707 -1.2923
C7 1.7442 3.6980 -2.8551
C8 0.7763 2.5411 -3.0689
O1 -0.2760 2.6999 -3.6330
N2 1.2471 1.3432 -2.6009
C9 0.4822 0.2642 -2.1698
C10 -0.8662 0.1271 -2.5019
C11 -1.5987 -0.9129 -1.9616
C12 -0.9888 -1.8153 -1.1132
S2 -1.9498 -3.1293 -0.4060
N3 -1.7434 -4.3477 -1.5481
O2 -3.3338 -2.7533 -0.3918
O3 -1.3333 -3.5644 0.8156
C13 0.3517 -1.7090 -0.7967
C14 1.0892 -0.6671 -1.3226
N4 0.1118 3.1827 -0.5883
N5 -0.5278 2.6087 0.4464
H1 1.3097 -2.4689 3.2666
H2 -0.3334 -2.7481 2.6803
H3 0.0241 -2.8721 4.4036
H4 0.5447 -0.4433 4.4938
H5 -1.1057 -0.7215 3.9319
H6 1.2885 -0.2134 2.1090
H7 -0.3859 -0.4235 1.5889
H8 0.6603 1.8046 3.4052
H9 -1.0220 1.6410 2.8553
H10 2.4925 3.7265 -3.6482
H11 1.1739 4.6262 -2.8634
H12 2.1858 1.3678 -2.2143
H13 -1.3274 0.8499 -3.1540
H14 -2.6495 -1.0274 -2.1736
H15 -1.3065 -5.1627 -1.1501
H16 -2.6086 -4.5802 -2.0075
H17 0.7887 -2.4266 -0.1214
H18 2.1316 -0.5533 -1.0628
H19 -1.5330 2.5398 0.4418

**Net charge**: 0
**Gap between HOMO and LUMO**: 0.348 hartree
**SMILES**: CCCCc1nc(SCC(=O)Nc2ccc(S(N)(=O)=O)cc2)n[nH]1
**Energy above the lowest of the compared OMol25 structures with the same formula, charge and spin**: 18.2 kcal/mol



DFT (the ωB97M-V functional and the def2-TZVPD basis) results for a molecular structure, C14H20Cl3NO3Sn in a non-equilibrium geometry.

Positions of all 42 atoms, in Å:
C1 1.1271 1.0623 -2.2695
C2 1.7666 2.0920 -1.5243
C3 0.7929 2.7209 -0.7078
C4 3.1871 2.4832 -1.6160
C5 -0.4354 2.0399 -0.8941
C6 -0.2218 0.9873 -1.8353
C7 -1.2291 0.0244 -2.2912
C8 1.7775 0.2747 -3.3311
C9 1.0267 3.8992 0.1424
C10 -1.7060 2.4052 -0.2494
Sn1 0.9660 -1.2783 1.4690
Cl1 2.9241 -1.3138 2.7804
Cl2 1.7385 -1.8723 -0.6900
Cl3 0.2638 0.8887 2.1260
H1 3.7808 1.6035 -1.9111
H2 3.5175 2.8210 -0.6196
H3 3.3872 3.2958 -2.3445
H4 1.8226 3.6975 0.8664
H5 0.1228 4.1592 0.6944
H6 1.3297 4.7510 -0.4792
H7 -1.5703 2.7147 0.7951
H8 -2.4286 1.5859 -0.2802
H9 -2.1505 3.2504 -0.7961
H10 -1.9283 -0.2422 -1.4937
H11 -0.7485 -0.8852 -2.6624
H12 -1.8233 0.4506 -3.1121
H13 2.6636 -0.2387 -2.9443
H14 2.0975 0.9344 -4.1487
H15 1.0954 -0.4752 -3.7338
O1 -1.4441 -2.2803 -0.6741
H16 -1.5522 -3.0265 -1.3261
O2 -2.2323 -1.2513 1.5458
C11 -1.8051 -2.2804 2.0492
C12 -2.5794 -3.4514 2.6296
C13 -1.6778 -3.9748 3.7476
C14 -0.2963 -3.4201 3.4067
O3 0.7652 -3.5886 3.9885
N1 -0.4638 -2.5933 2.2842
H17 -3.5453 -3.1216 3.0183
H18 -2.7188 -4.2375 1.8630
H19 -1.9676 -3.5340 4.7199
H20 -1.6286 -5.0762 3.8083

**Net charge**: -2
**Gap between HOMO and LUMO**: 0.136 hartree
**Energy above the lowest of the compared OMol25 structures with the same formula, charge and spin**: 19.6 kcal/mol



Number 1: HOMO level -0.334 Ha. Number 2: HOMO level -0.332 Ha. Number 3: HOMO level -0.314 Ha. Number 4: HOMO level -0.328 Ha. Number 5: HOMO level 0.029 Ha.